{
  "formula": "C22H35N3O5S",
  "method": "ωB97M-V/def2-TZVPD",
  "lumo_energy_ev": 0.7,
  "orbital_gap_ev": 8.70,
  "smiles": "CC(C)CN(CC(C)C)S(=O)(=O)N1CCC(C(=O)NCc2ccc3c(c2)OCO3)CC1",
  "e_homo_ev": -7.984,
  "de_lowest_kcal_mol": 37.5,
  "spin_multiplicity": 1,
  "symbols": ["S", "H", "O", "H", "H", "H", "H", "H", "C", "H", "O", "C", "H", "H", "H", "C", "H", "H", "O", "C", "C", "C", "H", "H", "C", "C", "H", "H", "H", "H", "H", "C", "N", "H", "C", "H", "N", "O", "C", "C", "C", "H", "H", "O", "C", "H", "H", "C", "H", "H", "H", "H", "H", "C", "H", "N", "H", "C", "H", "C", "C", "C", "C", "H", "H", "C"],
  "xyz": [[1.05931, -0.92841, -1.60850], [2.29500, -4.91057, -3.49604], [-4.31169, 0.14268, 1.02217], [-0.95290, -0.82308, -3.37674], [2.79565, 1.67478, -1.55234], [3.56385, 0.09685, -1.52795], [5.39042, 0.78609, -4.12090], [-3.03337, 0.06472, -2.21113], [1.91867, -4.50669, -4.43243], [-2.05766, -2.09884, -2.81587], [0.62999, 3.48959, 5.27997], [-1.38611, -1.29579, -2.49422], [0.17373, -2.95350, -0.06913], [0.41019, -3.30052, -3.49154], [0.18219, -1.66026, -5.34770], [0.90134, 2.82003, 6.49223], [4.53818, 1.54139, -1.82966], [1.22041, -5.22219, -4.85970], [0.04824, 1.70266, 6.61386], [-0.71825, -2.53071, -0.53112], [1.94393, 0.31614, -3.80262], [3.33102, 0.92869, -3.50954], [4.28023, -0.04489, -5.20567], [3.29700, 1.93098, -3.95499], [0.67006, -2.61731, -5.51098], [-2.01257, 2.13801, 3.09392], [-0.05911, -3.30682, -5.93006], [-1.40735, 1.23935, 0.52190], [1.95133, 2.48539, 6.50169], [2.68876, -2.63650, -2.69795], [-3.80123, 2.24915, 1.91043], [-1.37626, -1.51211, 0.39653], [1.61508, -0.93620, -3.15884], [-3.34210, -1.60829, -0.47178], [-2.56721, -0.85062, -0.30922], [0.73282, 3.50623, 7.33805], [-0.29194, -1.91136, -1.77138], [0.68527, 0.41392, -1.25784], [-2.71839, 2.31804, 1.77335], [1.22969, -3.16393, -4.20037], [-0.99823, 3.01894, 3.47664], [-2.46692, 3.28561, 1.33145], [-1.41421, -3.33732, -0.78233], [1.95519, -1.62176, -0.73253], [-0.37598, 2.78051, 4.67712], [-0.71494, 3.85756, 2.86227], [4.69734, -0.75214, -3.63238], [-3.18004, 0.22239, 0.58913], [2.75509, -4.39334, -5.11943], [-1.49563, 0.59526, -1.51190], [3.00908, -1.96295, -4.31117], [-1.71227, -2.00050, 1.31280], [-0.62214, -0.76704, 0.65737], [2.23141, -2.17886, -3.57998], [1.46859, -2.48156, -6.23836], [-2.36250, 1.26377, 0.84529], [-3.14213, 0.39967, 3.57563], [-0.72803, 1.69844, 5.48445], [-1.98762, -0.01252, 5.74080], [-2.35541, 1.06263, 3.90115], [-1.71804, 0.82067, 5.11427], [4.49085, 0.17482, -4.16049], [-2.14876, -0.26314, -1.66205], [1.18827, 1.02320, -3.45422], [1.82750, 0.18257, -4.88286], [3.57379, 1.07147, -2.01097]],
  "mulliken_charge": [0.927, 0.420, -0.694, 0.349, 0.252, 0.260, 0.465, 0.512, -1.689, 0.403, -0.493, -0.968, 0.598, -0.072, 0.296, -0.241, 0.513, 0.414, -0.486, -1.566, -1.466, 0.918, 0.390, 0.359, -1.634, 0.585, 0.435, 0.134, 0.247, 0.371, 0.510, -0.367, 1.041, 0.379, 0.289, 0.244, 0.283, -0.737, -1.459, 1.623, -1.214, 0.418, 0.442, -0.812, 0.926, 0.378, 0.329, 0.054, 0.351, 0.233, 0.545, 0.495, 0.255, -1.729, 0.335, 0.030, 0.523, 1.010, 0.439, -0.409, -1.072, -1.659, -0.772, 0.455, 0.492, -1.388]
}